Record 1
15 unconnected molecules or ions with the total composition C18H66N4O15, computed with ωB97M-V/def2-TZVPD.

Energy relative to the best compared isomer or geometry (same formula, charge and spin): 69.0 kJ/mol
E_tot: -2072.752811 Eh
HOMO level: -8.4 eV

XYZ file:
```
103
Properties=species:S:1:pos:R:3:forces:R:3
C 0.5945 -5.9018 -0.3502 0.2 0.2 -0.3
C -0.0142 -4.6335 -0.9654 -2.6 -1.1 2.3
O 0.9997 -3.7588 -1.2447 1.0 0.7 -0.2
H 1.3756 -5.6135 0.3437 -0.2 0.3 0.6
H 1.2070 -6.2954 -1.1648 -0.4 -0.8 0.0
H -0.0811 -6.6293 0.1475 0.3 0.4 -0.7
H -0.7526 -4.1176 -0.2511 1.0 -0.8 -0.8
H -0.5753 -4.8604 -1.8806 -0.1 -0.1 0.2
H 1.1498 -3.9141 -2.1615 0.9 0.6 -1.2
C -3.8720 1.7818 -0.8948 -1.3 -0.1 0.2
C -4.2096 0.2486 -0.6939 -0.1 2.0 -0.5
O -5.6104 0.0775 -0.4408 0.3 1.8 0.1
H -2.8747 2.0754 -0.6031 0.5 -0.4 0.1
H -4.5565 2.3893 -0.3045 -0.1 -0.3 0.7
H -4.0669 2.2793 -1.8526 0.2 -1.0 -0.4
H -3.7001 -0.0720 0.1875 0.7 -0.3 0.6
H -3.8529 -0.3139 -1.5462 -0.1 -0.1 -0.2
H -5.9406 -0.7762 -0.6408 -0.1 -1.2 -0.4
C 1.0431 5.2189 3.9862 0.6 0.1 0.2
C 0.5098 3.7959 3.9755 0.8 -0.6 2.0
O 0.3422 3.1851 2.7581 1.4 1.1 -2.2
H 1.9036 5.3866 3.3169 -0.3 -0.3 0.1
H 1.4177 5.5144 5.0082 -0.7 -0.4 -1.0
H 0.2215 5.8672 3.6841 0.2 0.4 0.1
H -0.4672 3.7809 4.3802 -1.1 0.5 1.3
H 1.1041 3.1050 4.5900 0.3 0.5 0.2
H -0.1472 2.3971 2.8972 -0.9 -1.3 -0.3
C 0.0696 -0.4428 -0.4812 2.7 1.1 -5.2
O 0.7693 -0.3446 -1.6687 -2.6 0.2 5.5
N -0.3854 0.6056 0.2181 0.5 -0.3 -1.2
N -0.1126 -1.6426 0.0385 -1.0 -2.0 0.7
H -0.2973 1.5429 -0.1677 -0.1 0.1 0.2
H -1.0400 0.4500 0.9475 -0.6 0.0 0.6
H 0.4684 -2.3402 -0.4586 -0.8 0.3 0.3
H -1.0173 -1.9130 0.5301 2.0 0.6 -0.4
C -0.2269 4.4644 -0.2720 0.0 -4.6 0.5
O -0.3445 3.1127 -0.4872 0.5 6.6 1.3
N -0.1045 5.1256 0.9032 0.6 0.1 2.4
N -0.1834 5.2553 -1.3187 -1.2 1.4 -2.9
H 0.2391 4.5133 1.7240 -1.1 1.1 -1.7
H -0.0769 6.2101 1.0187 0.1 -3.1 -0.8
H -0.4444 4.7214 -2.1832 0.3 1.4 1.0
H -0.3941 6.2880 -1.1815 0.5 -2.2 -0.7
C 0.6543 -1.3592 3.2186 -0.5 -0.1 2.4
O 1.1474 -0.2302 2.6174 0.6 1.2 -1.5
H 1.3080 -1.6181 4.0826 -0.3 0.2 -0.5
H 0.5744 -2.2200 2.6120 0.0 -0.9 -1.0
H -0.3418 -1.1440 3.6216 -0.1 -0.3 0.1
H 0.7005 -0.0801 1.7495 0.5 -0.1 0.8
C -1.6817 0.5602 -3.1348 1.1 -0.2 3.2
O -0.8863 0.7572 -4.2269 0.7 -1.7 -2.3
H -1.1757 1.1860 -2.3475 -1.4 -0.1 -0.4
H -1.5823 -0.4543 -2.6520 -0.2 0.7 -0.8
H -2.7149 0.7536 -3.3468 -0.7 0.4 0.2
H -0.8500 -0.1330 -4.6518 0.6 1.2 -0.1
C 4.5755 -0.9566 -0.8092 -2.0 0.4 0.9
O 4.9215 -0.0207 -1.7499 0.5 1.7 -1.6
H 3.4730 -1.1261 -0.9144 0.7 -0.7 0.3
H 4.7066 -0.5155 0.1698 0.2 -0.3 0.7
H 5.1764 -1.8480 -0.8872 0.1 -0.3 -0.2
H 4.3899 0.7955 -1.6009 0.5 -0.7 -0.2
C 2.2128 1.9036 -3.8058 0.1 1.2 0.5
O 3.5633 2.2143 -3.6552 1.2 -0.1 -0.2
H 1.9186 1.4240 -2.9222 -0.8 -1.0 1.0
H 2.0066 1.3432 -4.6654 -0.4 -1.2 -1.1
H 1.6901 2.8250 -3.8999 -1.0 0.9 -0.1
H 3.8693 2.3284 -4.5505 0.7 0.2 -0.2
C 2.3203 -1.6171 -4.4297 -0.6 -0.2 1.1
O 0.9093 -1.5247 -4.1792 0.7 -2.4 -4.1
H 2.7859 -0.6411 -4.2955 0.1 0.1 -0.5
H 2.4313 -2.0373 -5.4399 0.3 0.1 0.5
H 2.7743 -2.2191 -3.6064 0.0 -0.1 -0.9
H 0.8098 -1.0794 -3.4050 -0.5 2.2 4.1
C 2.6451 1.8076 0.5228 -0.3 -2.0 0.2
O 3.1982 2.4424 -0.6231 1.7 -0.6 1.5
H 1.8473 2.3604 0.9314 -1.0 1.0 0.4
H 3.3559 1.6563 1.3674 0.1 0.4 -1.1
H 2.1839 0.7721 0.3556 1.0 1.3 -0.4
H 2.5731 2.5628 -1.3115 -1.2 0.0 -0.7
C 2.9204 -3.4264 1.8835 -1.0 -0.7 -0.8
O 3.6148 -2.2603 2.1101 1.1 1.1 0.2
H 2.3359 -3.3282 0.9019 0.2 -0.5 1.5
H 2.3522 -3.6656 2.8090 -0.4 -0.2 -0.9
H 3.6249 -4.2436 1.7407 0.2 0.0 0.0
H 2.9836 -1.5483 2.2419 -0.1 0.3 -0.1
C -3.2131 -2.5609 2.9840 1.2 3.2 -3.8
O -2.3582 -2.4582 1.7504 -0.3 -0.7 2.0
H -3.6964 -3.4187 3.1611 -1.2 -4.0 0.0
H -4.0214 -1.8902 2.7508 -0.3 0.9 0.7
H -2.6549 -2.3268 3.8392 0.9 0.8 0.9
H -2.9177 -2.4266 0.9606 -0.5 -0.2 0.1
C -2.6867 -2.7495 -1.7898 -1.0 0.5 -1.1
O -3.5806 -2.5854 -0.6862 1.0 0.0 0.8
H -3.1571 -2.2868 -2.6521 0.4 0.7 -0.2
H -2.6309 -3.7420 -2.0988 -0.1 -2.2 -0.1
H -1.6313 -2.4835 -1.6857 -0.6 0.8 0.8
H -4.4931 -2.7083 -0.9474 0.1 -0.2 -0.3
C -2.3440 1.0263 3.8298 -1.9 -0.4 -0.1
O -1.9433 1.4765 2.5388 0.1 0.6 0.1
H -2.5124 1.8420 4.5270 0.5 0.3 0.2
H -1.6689 0.2754 4.2628 0.0 0.5 -0.5
H -3.3603 0.5726 3.7299 0.7 -0.1 0.2
H -2.5177 2.2259 2.2590 0.6 -0.8 0.3
```
Positions in Å, forces in eV/Å.

Here are the Mulliken charges for atoms 1 to 99, given in e:
1. C -1.286
2. C 0.265
3. O -0.417
4. H 0.240
5. H 0.355
6. H 0.330
7. H -0.082
8. H 0.403
9. H 0.202
10. C -1.281
11. C 0.910
12. O -0.607
13. H 0.145
14. H 0.472
15. H 0.355
16. H -0.067
17. H -0.137
18. H 0.298
19. C -1.416
20. C -0.092
21. O -0.085
22. H 0.323
23. H 0.355
24. H 0.331
25. H 0.351
26. H 0.356
27. H -0.045
28. C -0.595
29. O 0.537
30. N 1.715
31. N 0.936
32. H -0.522
33. H -0.239
34. H -0.177
35. H -0.183
36. C 0.149
37. O -0.617
38. N -0.351
39. N -0.464
40. H 0.272
41. H 0.240
42. H 0.300
43. H 0.207
44. C -0.126
45. O -0.615
46. H 0.535
47. H 0.078
48. H -0.444
49. H 0.109
50. C 0.053
51. O -0.569
52. H -0.148
53. H -0.445
54. H 0.508
55. H 0.325
56. C -0.296
57. O -0.646
58. H -0.141
59. H 0.266
60. H 0.440
61. H 0.314
62. C 0.007
63. O -0.496
64. H -0.821
65. H 0.616
66. H 0.489
67. H 0.269
68. C -0.414
69. O -0.626
70. H 0.099
71. H 0.302
72. H 0.111
73. H 0.313
74. C 0.530
75. O -0.594
76. H -0.198
77. H 0.387
78. H -0.355
79. H 0.212
80. C -0.532
81. O -0.603
82. H 0.070
83. H 0.312
84. H 0.413
85. H 0.362
86. C -0.893
87. O -0.579
88. H 0.358
89. H 0.283
90. H 0.296
91. H 0.208
92. C -0.505
93. O -0.585
94. H 0.415
95. H 0.510
96. H -0.139
97. H 0.277
98. C -0.806
99. O -0.307

Record 2
18 unconnected molecules or ions with the total composition C18H68N34O20, computed with ωB97M-V/def2-TZVPD.

Energy relative to the best compared isomer or geometry (same formula, charge and spin): 305.7 kJ/mol
E_tot: -4093.706917 Eh
Net charge: -2
HOMO level: -4.6 eV

XYZ file:
```
140
Properties=species:S:1:pos:R:3:forces:R:3
C 15.0410 -0.4002 15.4825 0.5 -2.8 2.0
O 14.5519 0.3328 14.6764 -1.4 4.5 -4.7
O 14.3124 -1.3097 15.9462 -1.3 -3.0 1.8
O 16.2354 -0.3959 15.8624 2.9 0.9 0.7
C 15.9579 4.1935 15.2073 -0.1 2.1 1.9
O 15.7808 5.3142 15.6603 -0.5 0.2 1.0
N 16.7967 3.9520 14.2654 3.9 0.1 -5.0
N 15.4892 3.0320 15.6199 -1.6 0.1 1.5
H 16.7303 3.0805 13.7594 0.6 0.3 0.1
H 17.5865 4.5496 14.0673 -0.6 0.2 -0.2
H 14.9596 3.1736 16.4682 -0.8 -1.4 -0.4
H 15.7320 2.3012 14.9663 -1.1 -1.0 1.4
C 11.3677 0.0866 17.3244 -3.5 -1.1 1.0
O 10.2135 0.0432 17.7270 -1.5 1.0 1.0
N 12.3204 0.8944 17.6208 2.9 2.7 1.1
N 11.7684 -0.7980 16.4817 0.3 -3.8 -3.6
H 13.1810 0.5493 17.2204 0.4 1.0 0.5
H 12.2894 1.6245 18.3180 0.1 0.0 0.2
H 12.7415 -0.9798 16.2813 0.1 0.2 -0.1
H 11.0992 -1.4326 16.0700 0.1 0.1 0.5
C 17.7590 1.2903 12.8331 1.7 0.3 -0.2
O 18.6133 1.8204 12.1469 0.1 0.1 -0.6
N 17.9804 0.5306 13.9120 1.0 0.4 0.4
N 16.4406 1.4538 12.7075 -2.3 0.6 -1.0
H 17.1272 0.3121 14.4063 0.8 -0.8 0.9
H 18.8614 0.0367 13.9182 -0.5 -0.2 0.4
H 15.8809 0.8668 13.3093 -0.9 0.2 -0.3
H 16.0337 2.0022 11.9634 0.1 -0.1 0.0
C 18.2124 -0.2940 21.4178 -1.1 2.6 0.5
O 17.8223 -0.5054 22.5238 -0.3 -0.2 2.5
N 18.2736 0.8802 20.7813 0.4 2.2 0.3
N 18.3499 -1.1906 20.5018 0.9 -6.3 -2.9
H 18.2049 1.7353 21.3142 0.4 0.0 -0.6
H 18.5631 0.7539 19.8219 0.0 1.5 0.2
H 18.0209 -2.1132 20.7481 0.3 -0.2 0.0
H 19.0020 -1.1912 19.7306 -0.2 0.4 0.3
C 11.6972 -0.4444 12.3414 1.2 0.5 4.6
O 10.7628 -0.3596 11.6698 -5.2 0.0 -5.1
N 12.9277 -0.7236 12.0186 4.5 -0.8 -2.4
N 11.6052 -0.2960 13.6554 -1.0 0.4 2.8
H 13.1794 -0.5736 11.0520 -0.1 0.0 0.1
H 13.6183 -0.4016 12.6815 0.3 -0.1 0.1
H 10.6801 -0.3035 14.0606 0.3 0.3 -0.1
H 12.3800 -0.1837 14.2936 -0.1 -0.1 -0.2
C 17.5854 -2.3346 12.6193 3.9 0.0 -1.3
O 18.6942 -1.6933 12.4946 -3.3 -2.3 -0.3
N 16.7376 -2.2869 13.5600 -2.8 2.4 4.9
N 17.1662 -3.3638 11.8384 2.5 -0.3 -3.6
H 16.8639 -1.6257 14.3130 -0.3 0.0 0.2
H 15.8922 -2.8393 13.5446 0.3 0.3 0.2
H 16.4150 -4.0255 11.9722 0.4 0.4 0.2
H 17.9392 -3.5024 11.2033 -0.6 -1.0 -0.6
C 12.1197 3.3203 13.9686 -2.7 1.1 1.8
O 11.2861 4.2101 14.1639 0.1 0.0 -0.2
N 12.6407 3.0755 12.8062 1.6 0.3 -4.4
N 12.4699 2.4228 14.8589 0.7 -1.5 2.5
H 12.3056 3.6512 12.0470 0.4 -0.1 0.2
H 13.3933 2.4252 12.6308 -0.4 0.1 0.0
H 13.1761 1.7418 14.6187 -0.2 -0.1 0.3
H 11.8566 2.2040 15.6310 0.3 0.4 0.0
C 14.0333 1.3202 9.3749 -0.3 0.3 3.9
O 14.0830 2.1235 10.3144 0.3 0.5 -0.7
N 13.1917 1.3538 8.4095 -3.1 2.9 -4.0
N 14.5630 0.1390 9.4533 2.6 -2.8 0.8
H 13.1634 0.7003 7.6399 0.0 0.3 0.3
H 12.8381 2.2927 8.2935 -0.5 -0.3 -0.6
H 14.6118 -0.4039 8.6030 0.5 -0.4 0.8
H 15.0707 -0.0061 10.3143 0.6 -0.6 -0.5
C 18.6906 1.5933 17.5700 1.4 -2.4 1.3
O 19.5109 2.1670 18.2041 3.7 1.8 1.8
N 18.7386 0.3391 17.1377 2.0 -3.1 -2.0
N 17.4754 1.9161 17.5993 -6.4 3.7 0.0
H 18.0922 0.1596 16.3827 0.1 -0.8 0.2
H 19.4300 -0.3261 17.4532 0.3 0.8 -0.8
H 17.2492 2.6117 18.2958 -0.4 0.3 -0.9
H 16.7899 1.4813 16.9983 -0.2 0.1 0.4
C 13.9942 3.2677 19.6855 1.0 1.0 0.8
O 12.8994 3.0125 19.3237 -3.9 -1.8 -1.2
N 14.9476 2.4372 20.0345 1.2 -1.3 0.0
N 14.2934 4.5392 19.8598 0.6 3.4 0.4
H 15.8370 2.8976 20.1648 0.1 -1.2 0.2
H 14.7441 1.4603 19.8786 1.0 -0.3 0.1
H 13.4646 5.1146 19.9050 0.6 0.3 -0.3
H 15.2138 4.9011 20.0650 -0.5 0.0 0.1
C 15.0402 -6.2772 20.3360 -1.7 -5.2 6.4
O 14.0846 -6.7209 20.9884 0.3 -1.6 1.7
N 16.3047 -6.5993 20.5467 2.1 -1.1 0.4
N 14.7535 -5.4650 19.4903 -0.5 7.2 -8.1
H 17.0117 -6.0473 20.0824 0.3 -0.2 0.4
H 16.4348 -7.1628 21.3748 0.5 0.3 -0.4
H 13.8532 -5.0147 19.5720 -0.2 -0.3 -0.3
H 15.5065 -5.0887 18.9322 -0.3 0.6 0.0
C 12.1708 -3.8950 15.3157 -4.9 -3.4 -2.1
O 11.2574 -4.6989 15.0871 0.0 -1.1 0.3
N 12.7480 -3.6313 16.3870 3.5 0.2 7.7
N 12.5491 -3.0485 14.4531 1.8 3.9 -6.7
H 12.6898 -4.1499 17.2517 -0.3 0.0 -0.3
H 13.3796 -2.8444 16.3426 0.2 -0.4 0.6
H 13.1428 -2.2668 14.6910 0.2 -0.1 -0.1
H 12.3120 -3.1367 13.4753 -0.4 0.0 0.4
C 14.6948 -1.5650 19.7995 -1.2 -1.4 0.2
O 14.2630 -1.5970 20.9384 0.5 0.2 0.1
N 15.6644 -0.8278 19.2832 2.0 3.4 0.4
N 14.3086 -2.3668 18.8051 -2.7 -2.8 -1.0
H 16.4607 -0.6674 19.8834 0.0 0.5 -0.6
H 15.7084 -0.8012 18.2745 0.7 0.0 0.2
H 14.4181 -2.1832 17.8180 0.4 0.4 0.3
H 13.7414 -3.1736 19.0227 -0.4 0.5 0.2
C 17.2223 -3.4037 17.6392 -0.2 -4.0 1.7
O 17.5522 -4.1380 18.5896 0.6 0.9 -0.2
N 16.1967 -3.7929 16.8715 -1.2 0.6 -1.0
N 17.8761 -2.3738 17.1313 1.6 2.2 -0.2
H 15.8048 -3.0823 16.2702 -0.3 -0.3 -0.3
H 15.8104 -4.7255 16.9057 -0.1 0.2 0.3
H 18.7383 -2.0462 17.5430 -0.5 -0.6 0.4
H 17.2639 -1.6112 16.8790 -0.2 0.4 -0.7
C 11.0783 -4.3535 19.1011 -0.1 0.5 0.3
O 12.1126 -4.6497 19.5860 4.8 -1.5 1.7
N 10.6294 -3.1750 19.1048 -1.6 5.8 0.9
N 10.3171 -5.1531 18.4752 -2.8 -5.4 -2.8
H 11.2252 -2.5252 19.5977 -0.7 0.7 -0.2
H 9.7549 -2.9881 18.6352 0.6 1.0 0.3
H 9.3660 -4.9341 18.2153 0.6 -0.2 -0.3
H 10.8296 -5.9343 18.0915 -0.8 -0.3 -0.1
C 16.8024 -6.3697 14.8054 0.8 2.2 1.5
O 16.2925 -6.6345 15.8774 -0.8 -1.1 -0.2
N 17.5377 -5.2522 14.6748 1.5 1.9 0.6
N 16.6908 -6.9532 13.6376 -1.6 -3.4 -2.4
H 17.5604 -4.7221 15.5342 0.4 0.2 -0.1
H 18.3599 -5.2098 14.0898 -0.3 0.0 0.0
H 17.0352 -6.5982 12.7570 -0.1 0.2 0.6
H 15.9543 -7.6430 13.5972 0.3 -0.1 -0.3
C 15.4971 5.5234 10.7858 0.5 -0.2 0.4
O 16.3529 6.2927 11.0969 1.8 2.3 0.3
N 14.7892 5.5014 9.6893 -1.8 2.2 -5.5
N 15.1155 4.4972 11.4507 -0.8 -4.3 4.3
H 14.1173 4.7836 9.4581 0.3 0.3 0.2
H 14.9446 6.2449 9.0236 -0.1 -0.3 0.0
H 14.4000 3.8847 11.0860 0.4 0.1 0.4
H 15.4747 4.2915 12.3719 0.0 0.3 0.0
```
Positions in Å, forces in eV/Å.

Here are the Mulliken charges for atoms 1 to 99, given in e:
1. C -3.233
2. O 3.065
3. O 1.321
4. O 1.935
5. C 0.538
6. O -0.825
7. N -0.061
8. N 0.728
9. H -0.393
10. H 0.187
11. H -0.205
12. H -0.599
13. C 0.392
14. O -0.855
15. N 0.299
16. N 1.206
17. H -0.474
18. H 0.132
19. H -1.731
20. H 0.377
21. C 0.559
22. O -0.799
23. N 0.091
24. N 0.934
25. H -0.493
26. H 0.373
27. H -1.042
28. H -0.211
29. C 0.553
30. O -0.654
31. N -0.128
32. N -0.410
33. H 0.179
34. H 0.132
35. H 0.098
36. H 0.174
37. C 0.544
38. O -0.701
39. N -0.275
40. N 0.236
41. H 0.274
42. H -0.298
43. H 0.145
44. H -0.661
45. C 0.563
46. O -0.759
47. N 0.688
48. N -0.496
49. H -0.402
50. H 0.019
51. H 0.171
52. H 0.273
53. C 0.434
54. O -0.829
55. N 0.207
56. N 0.181
57. H 0.113
58. H -0.286
59. H -0.767
60. H 0.114
61. C 0.575
62. O -0.499
63. N -0.443
64. N -0.442
65. H 0.150
66. H 0.231
67. H 0.152
68. H 0.134
69. C -0.088
70. O -0.681
71. N 0.043
72. N 0.413
73. H -0.444
74. H 0.219
75. H 0.120
76. H -0.488
77. C 0.764
78. O -0.830
79. N -0.264
80. N -0.443
81. H 0.075
82. H 0.091
83. H 0.236
84. H 0.140
85. C 0.686
86. O -0.812
87. N -0.429
88. N 0.080
89. H 0.232
90. H 0.222
91. H 0.015
92. H -0.117
93. C 0.389
94. O -0.870
95. N 0.425
96. N 0.270
97. H 0.141
98. H 0.258
99. H -0.514